(1)
Molecular formula: C2H5IN2
Method: DFT, ωB97M-V/def2-TZVPD

The value obtained for the total energy is -486.32363 Ha. The value obtained for the HOMO-LUMO gap is 9.41 eV. Its energy above the lowest of the compared OMol25 structures with the same formula, charge and spin is 0.912 eV.

```
10
Properties=species:S:1:pos:R:3:forces:R:3
C 0.55133 1.23038 -0.18119 -2.6745 -0.6440 0.8184
C -0.36041 0.11166 0.39698 0.5978 0.5378 3.7887
N 0.29606 -1.98698 0.14480 0.3336 -3.1120 -1.1246
N -0.18719 -1.01839 -0.40617 0.1998 -0.9718 -1.9768
I -2.50224 0.36345 0.04523 0.3687 0.4352 0.5736
H -0.08051 1.54968 -0.99434 0.6905 0.4461 -0.9174
H 0.62603 2.07074 0.51184 0.5077 -0.3413 -0.0500
H 1.41830 0.66999 -0.46644 0.8957 0.5468 -0.2180
H -0.10294 -0.16190 1.57199 -0.9406 0.7903 -2.8199
H 0.34157 -2.82862 -0.62269 0.0213 2.3129 1.9260
```
Forces are in eV/Å.

Mulliken population analysis, charges in e, atoms 1 to 6: -0.952, -0.155, -0.590, 0.029, 0.041, 0.286

(2)
Molecular formula: C5H12Cl8NO2Si
Method: DFT, ωB97M-V/def2-TZVPD

The value obtained for the total energy is -4374.05495 Ha. The value obtained for the HOMO-LUMO gap is 6.92 eV. Its total charge is -1.

```
29
Properties=species:S:1:pos:R:3:forces:R:3
N 4.90558 -2.03695 -3.74342 -1.3682 -0.0723 -0.2488
Si 3.67724 -0.72166 -3.99852 -0.4291 -1.5110 0.8169
C 1.96515 -1.56800 -3.62328 -3.2051 -0.9239 2.4899
O 1.28284 -1.91054 -4.64412 1.3888 0.5575 1.3466
O 1.51789 -1.79033 -2.34006 2.0617 0.9874 -4.1804
H 4.63618 -2.73751 -4.46475 0.4488 0.4465 0.5735
H 4.57298 -2.48230 -2.86245 0.4578 0.3369 -0.6399
H 3.96008 0.38116 -3.07704 0.1777 0.2416 0.1541
H 3.68624 -0.23430 -5.38556 0.2001 -0.0097 -0.1770
C 0.70897 0.10514 0.09515 -0.0649 -0.2315 -0.5946
Cl 2.12336 1.10727 -0.24211 -0.0549 0.0074 0.0007
Cl 0.46782 -0.09788 1.83945 -0.0860 -0.0236 0.2298
H -0.17192 0.58221 -0.32990 0.1453 0.0108 0.1682
H 0.85511 -0.87460 -0.36136 0.1696 0.1553 -0.0553
C -1.74181 -1.84843 -3.92779 0.5022 -0.0642 -0.0655
Cl -2.86755 -3.21377 -3.85226 -0.1378 -0.1293 -0.0528
Cl -2.35407 -0.46510 -3.00841 -0.0430 0.1421 0.0364
H -0.78187 -2.15488 -3.51104 -0.0538 0.1110 -0.0157
H -1.61383 -1.55318 -4.96671 -0.0859 -0.0345 0.1922
C -0.26533 0.43348 5.32807 0.1960 -0.1753 -0.2002
Cl -1.13631 1.97198 5.36237 0.0899 0.0871 -0.0439
Cl -0.96100 -0.71990 6.47308 0.0607 -0.0502 -0.0033
H -0.32472 0.01542 4.32432 -0.1437 0.1102 0.2194
H 0.77529 0.61070 5.59260 -0.2057 0.0434 0.0565
C -4.44169 3.88670 5.07259 0.2381 0.0687 -0.0395
Cl -5.42968 3.44845 6.47177 0.0713 0.0254 0.0834
Cl -5.34876 3.70522 3.56674 0.0868 0.0396 -0.0292
H -4.12746 4.92395 5.17297 -0.1747 -0.1246 -0.0104
H -3.56868 3.23765 5.03968 -0.2420 -0.0208 -0.0112
```
Forces are in eV/Å.

Mulliken population analysis, charges in e, atoms 1 to 6: -0.749, 0.436, 0.427, -0.644, -0.698, 0.283

(3)
Molecular formula: C33H82F6N4O13P
Method: DFT, ωB97M-V/def2-TZVPD

The value obtained for the total energy is -3444.34889 Ha. The value obtained for the HOMO-LUMO gap is 8.70 eV. Its total charge is -1.

```
139
Properties=species:S:1:pos:R:3:forces:R:3
P -0.44955 0.66819 -1.07447 -0.5521 0.6898 -0.9048
F -0.13853 2.03272 -1.92664 0.9700 -0.7884 -0.1603
F 1.10609 0.23006 -1.03667 0.2101 0.3052 0.3114
F -0.28635 1.51446 0.27206 0.1939 0.1510 0.4709
F -0.88644 -0.61632 -0.19021 -0.1138 0.3877 0.0228
F -2.00962 1.19584 -1.22245 -0.1197 -0.9028 0.5256
F -0.60328 -0.24127 -2.40814 -0.1581 0.4948 0.0764
C -4.69180 4.01443 -5.47204 0.1022 0.0709 -0.0757
O -4.31256 2.93523 -4.66371 -0.2416 -0.4703 -0.0666
C -3.03933 2.45541 -5.00746 1.1293 -0.1835 -0.0519
C -2.66526 1.12674 -4.36456 0.1555 1.1551 -0.3837
N -3.24709 -0.02099 -5.04857 0.4021 -0.6810 0.4000
C -2.65964 -1.22288 -4.41138 -1.1288 0.3209 -0.1898
C -3.22643 -2.53159 -4.93029 -0.0051 0.4138 0.4979
O -2.59716 -2.85024 -6.15755 -0.1235 -0.2441 -0.1050
C -2.52839 -4.23573 -6.37292 0.2608 -0.1403 -0.0935
H -5.60274 4.43917 -5.05841 -0.0092 0.0676 0.0628
H -4.89006 3.70600 -6.50501 -0.0004 -0.1223 -0.0418
H -3.89914 4.77043 -5.50376 -0.0500 0.1620 0.0805
H -2.28823 3.19009 -4.67549 -0.0407 0.0445 -0.1006
H -2.89268 2.33616 -6.09336 -0.3928 0.2141 -0.0840
H -2.88697 1.23841 -3.30504 -0.4885 -0.6876 0.0111
H -1.56808 1.05568 -4.38154 0.0597 0.1923 -0.0531
H -2.84432 -0.03400 -5.98418 -0.3285 0.2835 -0.0935
H -2.91882 -1.13134 -3.35574 0.2272 -0.0217 -0.0990
H -1.57393 -1.20482 -4.54235 0.1080 -0.2774 0.2987
H -4.31284 -2.48136 -5.05601 -0.0463 0.2403 -0.1494
H -3.08167 -3.29004 -4.15128 0.4055 -0.2393 -0.2269
H -1.82189 -4.68786 -5.66839 -0.0458 -0.1233 0.0530
H -2.16289 -4.41319 -7.38358 0.0299 0.1031 -0.0375
H -3.49254 -4.74432 -6.27293 -0.1268 0.1271 0.0733
C -4.63290 1.90254 4.68450 0.9245 -1.0342 0.2639
O -3.43602 1.30085 4.18469 -0.6438 0.5211 -0.2899
C -2.52590 2.27370 3.73627 0.3621 0.3625 -0.6635
C -1.28718 1.57375 3.25198 0.6804 -0.5205 0.2518
N -0.41241 1.24302 4.38540 -0.1087 0.0366 -0.1431
C 0.87019 0.69669 3.95847 -0.3502 -0.1950 0.2946
C 0.71527 -0.73184 3.41439 0.7774 0.6481 0.2234
O -0.08796 -1.44131 4.34328 -0.0088 -0.2374 -0.4536
C -0.79671 -2.47901 3.71147 -0.1664 -0.3957 -0.3067
H -5.17685 2.47155 3.92999 0.0542 0.0733 -0.0792
H -4.34641 2.51610 5.54376 -0.3671 0.2275 0.0073
H -5.21089 1.04113 5.01451 -0.3726 0.2814 0.0964
H -2.31648 2.99026 4.53708 0.2807 -0.0988 0.1752
H -2.87993 2.88753 2.89490 -0.6433 -0.2495 -0.0089
H -0.73636 2.14145 2.50174 0.0048 0.3873 0.2612
H -1.56440 0.66008 2.70629 -0.3369 0.1103 -0.0105
H -0.88173 0.47475 4.85993 0.0419 0.2416 0.2937
H 1.53144 0.66595 4.82684 0.0683 0.0383 0.0674
H 1.29882 1.38792 3.23236 0.1915 -0.2756 -0.1762
H 1.69561 -1.22143 3.37610 0.0740 0.0055 -0.2454
H 0.30812 -0.68201 2.39971 -0.3293 -0.3305 0.0739
H -1.41916 -2.07605 2.90792 -0.3004 -0.0248 0.1347
H -1.37918 -3.01582 4.45747 -0.2057 0.2543 0.0482
H -0.17277 -3.23907 3.22452 0.4271 0.1554 0.0955
C 3.26528 -7.56795 2.26489 -0.2793 0.0770 0.5057
O 3.50740 -6.29765 1.72800 0.4213 0.0539 -0.7912
C 2.38078 -5.45558 1.71172 -0.3967 0.2264 1.2459
C 2.62127 -4.18923 0.90638 0.1812 -1.0457 -0.0060
N 2.32490 -4.40675 -0.50627 -0.2303 0.8459 -0.1763
C 2.69036 -3.20905 -1.26815 -0.3325 -0.1992 -0.3941
C 2.55991 -3.46305 -2.75683 -0.0438 0.0456 -1.3074
O 3.26339 -2.54079 -3.57190 0.1889 0.2200 -0.0155
C 2.93389 -1.17800 -3.32028 0.5260 -0.2700 -0.1876
H 2.33500 -8.00911 1.88759 0.0232 0.0356 -0.1096
H 3.17882 -7.49266 3.35664 -0.0229 -0.1589 0.0225
H 4.09362 -8.22772 2.02066 0.0994 0.0882 -0.0621
H 2.12020 -5.14166 2.73819 0.3251 -0.0626 0.0777
H 1.49092 -6.03242 1.42352 0.0495 0.2310 -0.6037
H 3.65776 -3.84575 1.03111 0.0491 -0.1674 0.2259
H 1.99944 -3.41633 1.35389 -0.3326 0.1739 -0.4565
H 2.86656 -5.17563 -0.88601 0.0873 -0.1192 0.3446
H 3.71342 -2.88682 -1.03220 0.0699 0.0419 -0.0815
H 2.01240 -2.38401 -1.03879 0.0409 -0.0809 0.4541
H 1.52399 -3.46254 -3.11126 -0.2911 0.0290 0.5047
H 2.95250 -4.42551 -3.09464 0.1754 -0.1803 0.4830
H 3.06457 -1.00851 -2.25149 -0.2448 0.6066 -0.1312
H 1.94674 -0.88107 -3.68634 -0.2290 -0.2977 0.3503
H 3.64877 -0.58373 -3.89138 0.1076 -0.0305 0.1900
C 2.38060 3.93507 1.93302 0.0341 0.3929 -1.6611
C 3.76479 3.31278 2.13683 -0.3112 0.8685 0.9585
C 3.88316 3.14280 3.67076 0.7410 -0.4755 0.3805
C 4.98689 2.15614 4.08396 0.1484 0.8156 -0.3875
C 4.88120 0.84570 3.31693 0.0933 0.9769 0.3018
C 4.82281 1.03572 1.79463 0.2321 -1.0104 -0.1134
N 3.79729 2.01804 1.49107 -0.8622 -0.6180 0.4476
O 3.58405 2.13844 0.09735 0.2533 0.0489 0.0028
C 6.22482 1.32760 1.20821 -0.3408 0.4425 0.1933
C 4.37247 -0.32599 1.25671 0.0024 -0.8093 -0.9944
C 4.87480 4.28507 1.65506 -0.0095 -0.7990 -0.5067
H 1.60833 3.16922 1.85481 -0.0504 0.0295 0.5235
H 2.33823 4.43690 0.95633 0.0804 -0.0955 0.0322
H 2.15914 4.72361 2.65030 -0.0272 -0.2672 0.3295
H 4.14385 4.13016 4.06208 -0.1306 0.0334 0.0373
H 2.95728 2.85358 4.17122 -0.2459 -0.0685 -0.4458
H 4.98343 1.98343 5.16232 -0.1407 -0.0402 -0.0098
H 5.93781 2.66492 3.87857 0.1262 -0.3021 -0.0252
H 3.95476 0.36724 3.64071 0.1261 -0.3426 -0.0130
H 5.76897 0.26139 3.56670 -0.2600 -0.4313 -0.0932
H 6.81132 1.83111 1.97903 0.3115 -0.0113 -0.2458
H 6.71317 0.41369 0.87486 0.1224 -0.0530 0.2473
H 6.15049 1.97394 0.33416 -0.0490 0.0215 0.0276
H 4.44860 -0.40573 0.16528 -0.1441 0.3917 0.0196
H 5.01767 -1.15017 1.58190 0.1543 0.3120 0.3916
H 3.35671 -0.62732 1.51808 -0.1218 0.3899 0.1822
H 5.78158 4.12062 2.23813 0.0669 0.2714 -0.0027
H 4.57984 5.33272 1.65136 -0.0607 0.0061 0.3474
H 5.10845 4.02696 0.61970 -0.0039 0.1298 -0.0178
H 2.76900 1.63941 -0.06426 0.0293 0.1090 -0.0150
C -1.94703 4.97339 -0.55949 0.2255 -0.1424 -0.2444
C -2.25905 4.91041 -2.02482 -0.7733 -1.0428 -1.3024
O -2.09026 6.08826 -2.79487 0.3208 0.3906 0.0985
O -2.84977 5.81597 0.17191 0.4509 -0.1889 -0.1507
H -0.91870 5.32938 -0.44993 0.0264 0.1259 0.0429
H -1.97134 3.94695 -0.18191 -0.0814 -0.0539 0.0331
H -3.22918 4.45337 -2.27318 -0.3855 0.4328 0.6915
H -1.65021 4.14847 -2.52256 0.6735 0.2283 0.5034
H -2.82038 6.69470 -2.65079 -0.0739 -0.1045 0.2404
H -2.38491 5.95521 1.00357 -0.3688 0.2056 0.0746
C -5.33832 -0.19380 1.62860 0.2289 1.5188 1.2605
C -4.39179 0.85888 1.06923 0.5720 -0.8192 -0.9467
O -4.57255 0.85556 -0.35271 0.0628 0.1207 -0.1321
O -6.67876 0.23035 1.35414 0.3718 -0.5553 -0.3479
H -5.21708 -0.16268 2.71752 -0.1354 -0.0108 -0.0033
H -5.05500 -1.21230 1.35751 -0.3709 0.0263 -0.7142
H -3.35496 0.59980 1.31201 -0.0803 0.0586 0.0713
H -4.60975 1.86396 1.44036 -0.1391 -0.1120 0.3001
H -3.73226 1.03880 -0.81513 -0.4477 -0.1287 0.5253
H -6.61758 0.63998 0.47878 -0.2007 -0.1874 0.0210
C -2.32540 -3.03508 -1.29458 0.2289 -0.0200 0.1140
C -0.86374 -3.38344 -1.30220 0.7246 -0.2387 0.1118
O -0.62793 -4.22269 -0.16340 -0.0347 -0.3152 0.1358
O -3.11328 -4.18102 -1.58441 -0.2229 -0.1348 -0.1632
H -2.54722 -2.27932 -2.04417 0.0587 -0.1356 0.1481
H -2.57008 -2.62661 -0.31034 -0.0808 0.0300 0.0092
H -0.22157 -2.49885 -1.25124 -0.3002 -0.0370 -0.0558
H -0.59980 -3.94821 -2.20698 -0.2024 0.1331 -0.0919
H 0.26520 -4.60761 -0.23691 -0.1185 0.3586 -0.2212
H -2.70479 -4.93115 -1.13845 0.0307 0.0962 0.1418
```
Forces are in eV/Å.

Mulliken population analysis, charges in e, atoms 1 to 6: 1.805, -0.450, -0.498, -0.493, -0.361, -0.318